(1)
The following is a quantum chemistry calculation of a structure of composition C15H19ClILuN3OP in a non-equilibrium geometry, from the Open Molecules 2025 dataset.

XYZ file:
```
42
Properties=species:S:1:pos:R:3:forces:R:3:lowdin_charge:R:1
O 4.918054 -0.763726 -0.186098 -2.752 0.212 0.691 0.09
H 1.041072 -0.767009 8.592642 -0.170 0.183 -0.224 0.14
C 3.757080 -0.686499 0.107492 1.947 -0.343 -0.552 -0.84
I 2.814895 0.969334 1.058678 0.062 1.633 0.734 0.83
H 2.952986 -2.471319 -0.678647 -0.124 0.145 0.262 0.11
H -0.024798 -2.390475 1.702707 0.000 -0.169 0.050 0.12
N 0.088728 1.901460 10.659149 -0.229 -0.927 -2.578 0.20
H 0.656016 -2.254477 4.372852 -0.024 0.056 -0.095 0.14
H -0.506566 -1.625157 -2.964019 -0.270 0.123 -0.015 0.06
H -1.619908 2.791840 -2.327786 -0.136 -0.176 -0.147 0.06
H 1.756806 -1.167980 -0.539784 0.355 0.032 0.360 0.02
H -1.342526 1.965957 5.171887 0.123 -0.072 0.396 0.10
H -3.030947 1.690794 -2.317500 0.161 0.066 -0.265 0.05
H 0.666690 1.283961 -3.489949 -0.094 -0.177 0.356 0.08
P -0.940494 0.491056 -1.859116 0.205 0.019 -1.941 0.67
N -0.328790 -0.320809 4.231476 -0.035 -0.528 -1.221 0.03
H -2.249314 -1.406786 -2.630060 0.216 0.044 -0.268 0.03
H -1.908632 1.687096 -3.717903 -0.088 0.128 0.337 0.07
N -0.892753 -0.456570 2.101741 0.504 0.104 1.049 -0.20
C -0.196537 -1.627683 2.437352 -0.600 1.050 -0.002 -0.08
H 0.940085 -1.563178 6.239163 -0.144 0.351 0.269 0.11
C -0.938231 0.313514 3.221160 0.422 -1.354 -0.201 -0.14
H -1.457730 1.263421 3.316441 0.266 -0.171 0.031 0.13
Lu -2.125938 0.357197 0.570425 -0.882 -0.680 -0.499 1.32
C -0.095895 1.030673 8.208553 0.054 -0.195 -0.479 -0.20
H 1.151236 1.722241 -1.814347 -0.016 -0.145 -0.267 0.03
H -1.480971 -0.522792 -3.996588 0.114 -0.101 0.346 0.07
C -1.979866 1.797926 -2.626771 -0.090 0.238 0.461 -0.27
C 0.724441 0.933204 -2.447395 0.434 0.262 0.538 -0.26
C 0.511978 -0.177269 7.843389 0.066 -0.099 -0.356 0.02
C 2.619728 -1.631623 -0.043109 0.234 -2.120 -1.183 -0.19
C -1.335860 -0.905401 -2.975880 -0.209 -0.447 0.456 -0.25
C 0.459018 -0.624474 6.518030 -0.236 0.378 0.070 0.02
H -1.241518 2.733054 7.522516 0.168 -0.291 -0.036 0.14
C -0.002198 1.506387 9.560490 0.182 0.883 2.545 -0.15
Cl -3.631107 -1.424842 0.141398 0.525 0.718 0.076 -0.07
H 1.389648 0.060610 -2.393061 -0.215 0.247 -0.054 0.04
H 2.317885 -2.051079 0.929076 0.193 0.378 -0.272 0.07
C -0.767148 1.791540 7.243828 -0.037 0.061 -0.467 0.01
C 0.139481 -1.552100 3.742286 -0.141 0.621 0.210 0.03
C -0.217019 0.147446 5.563269 0.051 0.411 1.444 -0.18
C -0.822981 1.361636 5.915413 0.213 -0.346 0.444 0.01
```
Positions in Å, forces in eV/Å.

**Total energy**: -3156.73992 Eh
**Charge**: +2


(2)
The following is a quantum chemistry calculation of a structure of composition C15H19DyF3GaO3 in a non-equilibrium geometry, from the Open Molecules 2025 dataset.

XYZ file:
```
42
Properties=species:S:1:pos:R:3:forces:R:3:lowdin_spin:R:1
C -1.067287 3.459122 -0.776655 0.042 -0.266 -0.078 0.00
H -2.750527 4.274821 0.510979 0.562 -1.868 -0.359 0.00
O -1.182900 0.014543 0.559891 1.494 -4.097 1.070 -0.01
H -0.828459 4.565612 -0.960204 -0.600 -1.540 0.247 0.00
H -0.263177 1.419768 -3.064569 0.682 -1.330 0.735 0.00
C 1.717933 -4.331118 2.891276 -2.751 1.442 -2.556 0.16
Ga 0.234231 0.699409 -0.501154 -0.661 1.702 -1.951 -0.01
H -0.511669 -4.085369 -0.131056 0.965 0.480 1.606 0.01
F 2.466142 0.157717 1.426683 0.922 0.083 -0.893 -0.05
C 0.478331 -1.917256 2.728218 0.783 -2.961 -0.943 -0.06
C 2.123352 0.028511 0.010406 0.555 -1.530 -2.473 -0.01
F 3.075248 0.900660 -0.675513 -0.985 -1.244 2.075 -0.02
C -1.309632 -0.617147 -2.808355 0.185 -0.278 -3.155 0.00
O -2.138554 -1.983801 -0.014064 3.717 1.221 2.696 0.17
C -1.205317 -1.389586 0.608589 -3.323 0.490 -2.166 -0.01
C 0.997757 -4.754770 1.596634 -0.269 2.786 1.036 -0.03
H -2.220291 2.489599 0.950686 -0.417 1.077 -1.091 0.00
H -2.289012 -0.484344 -2.128422 2.455 -0.701 -1.547 0.00
F 2.430214 -1.287840 -0.486246 -0.108 3.316 2.143 0.00
C 0.039334 -3.786712 0.830932 1.582 0.232 2.762 0.29
H -0.421863 2.931577 2.054811 1.670 0.363 -0.943 0.00
H 0.828695 4.251128 1.465426 -0.308 -1.403 0.420 -0.01
C -1.533208 -1.005551 -4.421036 1.141 0.041 4.679 0.00
C 0.258088 2.769447 -0.168805 0.758 0.415 0.838 0.00
Dy 3.172015 2.666719 1.861703 2.301 -0.200 -0.824 4.23
H 0.932982 -0.079414 -2.930384 -1.306 0.911 0.158 0.00
C 0.499941 3.140357 1.391306 -0.651 0.455 -0.878 -0.05
C -2.394548 3.248237 0.115612 -0.084 0.537 -0.789 0.00
H -3.225707 2.850437 -0.582362 1.313 0.588 1.352 0.00
C 1.429718 -2.884961 3.470238 -1.740 -0.144 -2.845 0.23
H 1.956122 -2.549288 4.433279 -0.951 -0.598 -1.665 0.01
H -2.574169 -1.302149 -4.776175 1.814 0.417 0.469 0.00
H 1.158587 -5.786211 1.130000 -0.191 1.694 0.924 0.00
O -0.935384 -1.990705 -3.322833 -1.585 3.973 -0.755 0.00
H -0.737353 -0.494754 -5.055442 -1.321 -1.214 0.653 0.00
C 0.008679 0.451718 -2.523497 -1.890 -2.229 -0.169 0.00
H -1.265222 2.959458 -1.800175 0.571 0.952 1.608 0.00
H 1.372264 2.477144 1.812917 -3.950 0.299 -0.293 -0.07
H 0.313513 -0.881570 3.164686 0.095 -1.615 -0.728 -0.01
C -0.213047 -2.327967 1.410735 1.892 -0.673 1.887 0.23
H 2.415176 -5.056066 3.435894 -1.160 1.242 -0.899 0.00
H 1.159003 3.240598 -0.733956 -1.247 -0.823 0.645 0.00
```
Positions in Å, forces in eV/Å.

**Total energy**: -3917.08787 Eh
**2S+1**: 6
**Charge**: +2


(3)
The following is a quantum chemistry calculation of a structure of composition C15H19F5N2O3SZn, from the Open Molecules 2025 dataset.

XYZ file:
```
46
Properties=species:S:1:pos:R:3:forces:R:3:lowdin_charge:R:1
H -1.471619 -1.761465 -5.063282 0.001 -0.002 -0.004 -0.03
O 1.147898 -2.306819 -1.692757 0.024 -0.035 -0.039 -0.10
C 1.485950 -1.921190 -0.551467 0.046 -0.032 0.004 -0.69
H -2.428880 3.245344 -1.060782 0.004 0.013 -0.005 0.10
C -0.667698 1.486502 2.661388 0.096 0.023 -0.008 -0.27
H -2.626413 0.559962 -1.881187 -0.024 0.023 0.057 0.16
H 3.461561 -2.167855 -2.128585 -0.010 0.000 0.001 0.09
Zn -0.037973 -1.290641 -2.998784 -0.002 0.019 0.030 0.80
C -1.185104 -1.790282 -0.212592 -0.014 -0.023 -0.077 -0.39
H 4.702311 -1.884816 -0.888777 0.003 0.000 -0.013 0.09
H 3.704787 -0.681687 1.188687 -0.006 0.004 0.006 0.10
O 0.325867 0.557035 -2.226931 0.021 0.040 -0.022 -0.04
F 0.209782 2.222066 1.884760 -0.012 -0.030 0.009 0.01
F -3.130904 -0.583073 5.140891 -0.002 -0.007 0.004 0.09
C -2.316608 0.102936 4.322005 0.027 0.008 -0.003 -0.16
H -0.132461 -2.903671 -4.972694 0.000 0.001 -0.016 -0.03
C -0.410465 -1.858907 -4.829106 -0.023 -0.016 -0.019 -0.22
H -1.978973 2.306655 0.403915 0.001 0.006 -0.008 0.06
O -1.549568 -1.100960 -1.407856 0.094 -0.028 -0.025 -0.23
C -1.618584 2.965232 -0.384676 0.017 0.018 -0.018 -0.02
C 3.223997 -1.661095 1.176083 0.001 -0.005 -0.001 -0.05
H 3.945533 -2.414210 1.491802 0.002 0.001 -0.004 0.10
H -2.095184 0.444587 -0.148998 -0.013 0.025 -0.069 0.08
C -1.819205 0.283250 -1.199056 -0.034 -0.006 0.022 -0.11
F -3.219860 -1.005632 2.477721 0.007 -0.012 -0.016 0.01
C 0.645834 3.163670 -1.399315 -0.023 -0.024 0.012 0.00
H 0.347731 4.049581 -1.960968 0.000 0.005 0.005 0.10
C -0.580278 1.089731 -1.540673 -0.051 -0.017 0.039 -0.41
N -0.521365 2.338687 -1.122398 0.006 0.001 -0.034 -0.10
H -1.956549 -1.657211 0.543653 0.005 -0.015 0.017 0.08
H 2.399675 -1.662017 1.883114 0.001 0.001 0.001 0.05
C -1.517687 0.594784 2.063998 -0.082 0.011 0.041 -0.05
H 1.364187 2.592780 -1.977111 0.002 0.002 0.005 0.09
H 1.087720 3.467611 -0.450398 0.020 0.013 -0.009 0.10
N 2.759853 -1.988826 -0.163781 -0.035 -0.005 0.007 -0.18
H 3.951011 -3.485484 -1.054105 0.003 0.002 0.011 0.10
C -0.586910 1.727075 4.021911 -0.028 -0.032 -0.005 -0.16
S 0.330439 -1.209900 0.583970 0.008 0.060 0.073 1.10
H -1.229845 3.860608 0.091781 0.000 0.009 0.001 0.10
F 0.275998 2.613015 4.549868 0.010 0.020 -0.006 0.09
C -2.323351 -0.072192 2.948529 -0.028 0.004 0.022 -0.26
C 3.776964 -2.410001 -1.118866 0.012 0.000 0.000 -0.02
H 0.144311 -1.259882 -5.552217 0.004 -0.003 -0.003 -0.03
H -1.069337 -2.832214 -0.494828 -0.014 -0.005 0.030 0.11
F -1.386465 1.219151 6.186232 -0.001 0.003 0.013 0.10
C -1.430107 1.019764 4.861869 -0.013 -0.011 -0.006 -0.15
```
Positions in Å, forces in eV/Å.

**Energy relative to the best compared isomer or geometry (same formula, charge and spin)**: 0.0 kcal per mole
**Charge**: 0